(P)
ORCA calculation (ωB97M-V with the def2-TZVPD basis set) on a single C3H6N2S2 molecule.

The geometry in XYZ format:
```
13
C3H6N2S2 (ωB97M-V with the def2-TZVPD basis set)
H -1.0680 -0.3428 1.9962
S 0.8470 2.3568 0.1963
N -0.2662 -0.1334 0.0380
N 1.8256 0.2042 -0.8648
H -2.2799 0.3416 0.8606
H -0.8731 1.3011 1.3841
H 2.6282 0.7708 -0.9997
C -1.1697 0.2973 1.1481
C -0.5875 -1.2155 -0.6998
S -1.9445 -2.0909 -0.5154
C 0.8042 0.7606 -0.2407
H 0.1191 -1.4363 -1.5529
H 1.9648 -0.8136 -0.7500
```

The value obtained for the HOMO energy is -8.71 eV. Its orbital gap is 8.39 eV. Its lowest unoccupied orbital energy is -0.326 eV. As for the multiplicity: 1. The net charge is 0.


(Q)
ORCA calculation (ωB97M-V with the def2-TZVPD basis set) on a single C3H6N2S2 molecule.

The geometry in XYZ format:
```
13
C3H6N2S2 (ωB97M-V with the def2-TZVPD basis set)
H -3.0445 -0.7998 -0.8780
S 1.4633 0.1852 -1.2015
H 1.8168 1.4619 -1.4124
H 0.1380 -2.3768 1.7928
N 0.3252 -1.3888 1.6625
C -0.3137 -0.8927 0.5388
N -1.2986 -1.4723 -0.0054
H -1.6245 0.0311 -1.5082
S -0.0761 1.8576 0.7960
H 1.3216 -1.1203 1.7487
C 0.3152 0.4452 0.0955
H -1.9853 -1.6759 -1.9426
C -2.0021 -0.9156 -1.1198
```

The value obtained for the HOMO energy is -8.84 eV. Its orbital gap is 8.30 eV. Its lowest unoccupied orbital energy is -0.543 eV. As for the multiplicity: 1. The net charge is 0.


Energies relative to the most stable structure, in kJ/mol: (P) 0.0; (Q) 46.4.


(P)
ORCA calculation (ωB97M-V with the def2-TZVPD basis set) on a single C19H26N4O3 molecule.

The geometry in XYZ format:
```
52
C19H26N4O3 (ωB97M-V with the def2-TZVPD basis set)
C -0.1758 -0.1551 1.6728
H 5.7637 -1.6201 -0.7474
C -5.9487 2.3420 -2.1971
H 1.9660 -0.2303 -3.4074
N -1.9717 1.2865 2.2083
H 4.6660 -2.6980 -3.3648
H 1.2463 -1.6378 0.1973
N 1.8701 -0.9720 0.6218
N -2.8751 4.0098 -1.0309
H 2.9453 -2.8032 -0.7649
N -6.8478 2.0897 -2.8655
O -4.2023 1.3468 2.5759
H -1.1132 1.2194 0.2674
H 5.3164 -3.1978 -1.3974
H -2.5683 -0.6449 0.2756
C 2.0550 -0.6435 -2.4016
C 3.6496 -2.3078 -3.3480
H -2.6159 0.0050 3.7247
O 1.9878 0.7984 2.0230
H -2.4944 -1.4865 1.8431
C 1.3408 -0.0681 1.4547
C 3.4251 -1.2972 -2.2239
H 4.1842 -0.5097 -2.3129
H -2.2218 -2.3799 0.3357
C -3.2430 1.6034 1.8662
C 3.6216 -1.9395 -0.8369
C -3.9306 3.6647 -1.7529
C -3.4604 2.3069 0.5565
H 3.8384 -1.2781 1.2125
C -1.7206 0.5643 3.4588
C -4.5841 1.9762 -0.1834
C -4.8163 2.6569 -1.3699
H 2.9639 -3.1537 -3.2438
H -0.0991 1.9847 1.5132
C 3.2895 -0.9857 0.3141
O -0.6589 -1.2295 0.8775
C -2.0601 -1.4312 0.8417
H 5.1845 -2.8925 0.3292
H 3.4589 -1.8472 -4.3183
H 3.6102 0.0326 0.0761
C -0.8205 1.1897 1.3152
H 0.3594 0.0000 3.7524
H -4.0962 4.2092 -2.6748
C -0.5005 -0.3218 3.1693
H -0.6880 -1.3730 3.3848
H 1.8850 0.1663 -1.6930
H 1.2512 -1.3760 -2.2781
H -1.5222 1.2725 4.2646
C 5.0525 -2.4455 -0.6568
C -2.6494 3.3378 0.0955
H -1.7849 3.6515 0.6698
H -5.2618 1.2113 0.1719
```

The value obtained for the HOMO energy is -9.64 eV. Its orbital gap is 9.56 eV. Its lowest unoccupied orbital energy is -0.088 eV. As for the multiplicity: 1. The net charge is 0.


(Q)
ORCA calculation (ωB97M-V with the def2-TZVPD basis set) on a single C19H26N4O3 molecule.

The geometry in XYZ format:
```
52
C19H26N4O3 (ωB97M-V with the def2-TZVPD basis set)
C 1.5834 2.2113 0.5809
C 2.8237 -0.7874 3.8331
H 0.2710 3.5940 -0.4459
C -2.6919 0.0086 -0.7141
C -0.6421 2.8027 1.3306
C -3.2111 -1.2541 -2.8253
C -1.0065 -1.5840 -1.6914
O -4.2490 0.0841 1.1403
H 0.9648 4.2012 1.0820
H -1.2212 4.1541 2.8818
O 2.8274 -2.6519 2.3154
H 2.6972 -1.4208 -3.7284
H 3.6503 -0.0824 3.8828
C 3.2655 -1.9206 -0.4376
H 0.2677 3.2592 3.1919
H -2.8027 -0.4534 -3.4474
H -4.2472 -1.4464 -0.9437
C 2.6935 -1.2471 -2.6637
H -2.5272 -3.0856 -1.9292
H 3.7307 -3.0574 -2.1784
C 2.1015 -0.1105 -2.1521
H -1.6916 -2.6654 -3.4266
H -1.9845 -1.8036 0.2100
O 2.4553 2.1527 1.4317
H -2.8395 1.7593 2.1457
H 2.9433 -1.5450 4.6018
C -2.1078 -2.2573 -2.5034
C -0.7355 3.1832 2.7781
H 0.6070 1.5248 -1.0185
C 2.7887 -1.4524 2.4724
H -0.2191 -2.3006 -1.4504
C -3.2530 0.5070 0.5981
C 0.5479 3.3332 0.5744
H 2.6572 0.4498 1.7305
H -0.5566 -0.7877 -2.2886
H -0.7804 -0.5109 0.1674
C 3.2714 -2.1591 -1.7961
H -4.0063 -1.7427 -3.3912
H -4.5621 0.0701 -1.7817
C 2.6750 -0.7741 0.0959
C 2.0789 0.1428 -0.7830
H -1.2950 2.4514 3.3584
N -2.5169 1.4824 1.2190
C -1.5738 -0.9987 -0.4030
H 3.7043 -2.6319 0.2415
C -3.7863 -0.6606 -1.5443
N 1.3692 1.3058 -0.3904
H 1.6429 0.6051 -2.8208
N -1.4157 2.0339 0.6765
N 2.6756 -0.5377 1.4679
H -2.2665 0.8576 -1.2567
H 1.8963 -0.2449 4.0042
```

The value obtained for the HOMO energy is -8.46 eV. Its orbital gap is 8.85 eV. Its lowest unoccupied orbital energy is 0.398 eV. As for the multiplicity: 1. The net charge is 0.


Energies relative to the most stable structure, in kJ/mol: (P) 98.5; (Q) 0.0.


(P)
ORCA calculation (ωB97M-V with the def2-TZVPD basis set) on 2 unconnected molecules or ions with the total composition C5H6S3.

The geometry in XYZ format:
```
14
C5H6S3 (ωB97M-V with the def2-TZVPD basis set)
C -0.4923 -0.9778 -0.3225
C -1.4194 -0.7274 -1.2085
H -0.2119 1.8596 -0.9802
C 0.3683 1.6645 -0.0624
S -0.4271 0.2865 1.9382
H 0.0860 2.3230 0.7051
S 2.2266 1.5746 -0.0174
H -1.2406 -1.5238 1.7410
H -1.8678 -1.5348 -1.7214
H -0.3529 -1.9130 0.3334
C 0.2115 0.2044 0.3865
H -1.5285 0.3515 -1.6027
S 2.8178 -1.4343 0.4939
C 1.8304 -0.1527 0.3170
```

The value obtained for the HOMO energy is -8.56 eV. Its orbital gap is 7.48 eV. Its lowest unoccupied orbital energy is -1.079 eV. As for the multiplicity: 1. The net charge is 0.


(Q)
ORCA calculation (ωB97M-V with the def2-TZVPD basis set) on a single C5H6S3 molecule.

The geometry in XYZ format:
```
14
C5H6S3 (ωB97M-V with the def2-TZVPD basis set)
H 0.4071 0.2908 -2.0763
H 0.3068 -1.8811 -1.3964
C 0.5919 -0.2816 -0.0294
C -0.1296 0.2490 -1.1775
S 2.2921 -0.6894 -0.5222
C -0.1219 0.5107 2.3302
H 2.7080 0.6307 -0.4231
S -1.9030 -1.8817 -0.0996
C 0.3943 0.1670 1.2856
C -0.3908 -1.2212 -0.8471
H -1.5730 -0.9178 0.9794
H -0.6565 2.4855 -0.3415
H -0.5845 1.0852 3.2467
S -1.3409 1.4540 -0.9288
```

The value obtained for the HOMO energy is -9.00 eV. Its orbital gap is 9.55 eV. Its lowest unoccupied orbital energy is 0.548 eV. As for the multiplicity: 1. The net charge is 0.


Energies relative to the most stable structure, in kJ/mol: (P) 81.6; (Q) 0.0.


(P)
ORCA calculation (ωB97M-V with the def2-TZVPD basis set) on 3 unconnected molecules or ions with the total composition C4H14O2.

The geometry in XYZ format:
```
20
C4H14O2 (ωB97M-V with the def2-TZVPD basis set)
H 3.2737 0.2625 -2.6991
O 2.4472 -0.1310 -2.3665
H -0.0824 -1.0719 0.4971
H 0.0571 -2.0727 -1.8524
H -1.6177 -2.4728 -1.4646
H -2.6575 0.2233 -0.3664
H -0.2697 0.1371 -0.4497
H 1.5204 2.4171 2.0629
H 2.3876 -1.0453 -2.6969
C -0.8996 -1.7023 -1.5533
H -2.0122 -0.3614 2.6441
H 2.9762 3.0353 1.8722
C -1.9663 0.3109 1.7211
H -1.2330 -0.8767 -2.2898
H -1.0541 0.8928 1.8374
C -0.7992 -0.7844 -0.2279
H -2.6843 -1.3927 0.4772
C -2.1483 -0.4554 0.3350
O 2.4528 2.2880 2.2667
H -2.9234 0.8563 1.5770
```

The value obtained for the HOMO energy is -10.46 eV. Its orbital gap is 11.20 eV. Its lowest unoccupied orbital energy is 0.742 eV. As for the multiplicity: 1. The net charge is 0.


(Q)
ORCA calculation (ωB97M-V with the def2-TZVPD basis set) on 3 unconnected molecules or ions with the total composition C4H14O2.

The geometry in XYZ format:
```
20
C4H14O2 (ωB97M-V with the def2-TZVPD basis set)
H -2.4638 1.6234 0.0190
H 1.4831 -2.7872 1.2084
C -1.4122 -0.6963 -0.8409
H 0.0562 0.5336 -1.8825
H -1.4240 -0.8884 1.3331
H -2.1988 -0.2068 -1.4131
H 0.7725 -0.8654 -1.0900
C -2.3520 0.9747 0.8823
C -1.3198 -0.1068 0.5657
O 2.2903 -2.2710 1.0837
H -2.0390 1.5239 1.7560
H -0.2712 -1.0321 -2.6009
H 2.9807 2.2370 0.2773
H 2.1422 -1.3252 1.0504
H 2.1403 2.3703 -1.0796
H -1.5913 -1.7735 -0.8904
H -0.3063 0.2261 0.7738
H -3.3136 0.4788 1.0401
O 2.1748 2.5464 -0.1387
C -0.0981 -0.5139 -1.6486
```

The value obtained for the HOMO energy is -11.01 eV. Its orbital gap is 11.65 eV. Its lowest unoccupied orbital energy is 0.637 eV. As for the multiplicity: 1. The net charge is 0.


Energies relative to the most stable structure, in kJ/mol: (P) 73.3; (Q) 0.0.